This record from the Open Molecules 2025 dataset describes C21H20ClO2PRhSe2 as an isolated structure. The level of theory is ωB97M-V/def2-TZVPD.

Positions of all 48 atoms, in Å:
H -2.499 -3.287 -5.912
H 0.849 3.215 -0.117
H -3.965 2.270 -1.329
C -4.470 -3.310 -3.160
C -3.747 3.876 -4.301
C -0.375 -4.201 -0.209
O 0.178 -1.934 0.209
C -2.921 1.544 -3.057
C -2.959 2.967 -4.990
H -4.698 4.346 -2.445
C -2.545 1.802 -4.372
H -1.921 1.099 -4.907
H -4.432 -1.824 -1.608
P -2.288 0.000 -2.296
C 1.038 2.327 0.474
H 0.190 1.285 4.493
C 0.531 0.954 2.431
O -1.419 -2.319 -1.264
C -3.021 -1.413 -3.170
H -1.291 1.058 3.564
H -2.660 3.173 -6.005
C 0.216 2.026 1.574
C 1.666 0.183 2.150
C -2.453 -1.822 -4.367
H 3.374 -0.106 0.886
C -3.924 -3.716 -4.369
Se -2.698 0.015 -0.117
Cl -1.224 -4.579 1.300
H -4.072 4.784 -4.786
H 2.855 1.824 -0.577
H -5.219 -3.910 -2.667
H -0.262 -0.330 3.956
C 2.482 0.477 1.060
H 1.932 -0.627 2.812
H -1.629 -1.273 -4.807
C -0.262 0.721 3.675
Rh -0.178 0.244 -0.093
C -4.029 -2.146 -2.559
H -0.820 -4.784 -1.014
C -2.930 -2.968 -4.976
C -3.690 2.464 -2.358
C -4.104 3.627 -2.986
Se -0.088 0.098 -2.572
C -0.563 -2.692 -0.456
H -0.601 2.690 1.833
C 2.181 1.553 0.224
H 0.678 -4.438 -0.064
H -4.257 -4.635 -4.827

The net charge is +1. The LUMO energy (alpha / beta) is -5.5 / -5.2 eV. The value obtained for the HOMO energy (alpha / beta) is -11.49 / -11.45 eV. The calculation puts the HOMO-LUMO gap (alpha / beta) at 0.22140 / 0.22987 Ha.


This record from the Open Molecules 2025 dataset describes the molecule C21H20FN5O4S. The level of theory is ωB97M-V/def2-TZVPD.

Positions of all 52 atoms, in Å:
H 1.053 1.003 1.187
C -4.616 1.865 1.001
H 1.441 0.469 -2.011
N -1.650 1.834 -2.009
C -4.842 0.356 1.018
O 2.977 2.799 -0.557
O 6.051 -2.525 0.610
N -2.609 1.771 -1.076
C 3.750 -0.580 -1.497
F -1.939 -1.304 -1.188
H -5.564 -4.622 0.442
H -4.738 2.281 0.002
H 4.174 1.410 1.228
C -4.978 -2.577 0.325
C 5.070 -0.516 0.907
C 3.598 0.505 -0.642
H -0.295 1.329 2.288
C -2.088 2.179 0.057
H -3.547 0.295 -0.552
C 2.747 1.680 -0.978
C 0.137 2.943 0.913
H 6.152 -2.659 2.664
H -5.841 -2.213 0.857
C -2.736 -3.515 -1.027
C -3.702 -4.404 -0.586
H 4.693 -2.496 -1.830
C 0.565 1.768 1.787
H 1.267 2.117 2.539
H 1.012 3.388 0.434
H -3.581 -5.460 -0.769
C 4.279 0.554 0.583
C -0.561 2.274 -1.447
C 0.737 2.447 -2.152
N -4.127 -0.287 0.064
H 7.542 -1.850 1.864
C -2.906 -2.169 -0.784
N 1.683 1.418 -1.777
H -0.368 3.698 1.524
O 5.822 -0.725 2.029
C -4.812 -3.931 0.092
H -1.853 -3.851 -1.548
H -5.297 2.336 1.709
C -4.025 -1.665 -0.118
C 5.211 -1.610 0.047
H 1.196 3.408 -1.900
N -0.781 2.517 -0.114
C 4.566 -1.658 -1.166
C 6.448 -1.978 1.851
S -2.937 2.306 1.566
H 3.259 -0.588 -2.458
O -5.577 -0.166 1.825
H 0.541 2.399 -3.226

The net charge is 0. The LUMO energy is 0.5 eV. Its structure (SMILES) is CCn1c(CNC(=O)c2ccc3c(c2)OCO3)nnc1SCC(=O)Nc1ccccc1F. The value obtained for the HOMO energy is -8.48 eV. The calculation puts the HOMO-LUMO gap at 0.33010 Ha.


This record from the Open Molecules 2025 dataset describes the molecule C21H20N2O2. The level of theory is ωB97M-V/def2-TZVPD.

Positions of all 45 atoms, in Å:
H -2.530 -0.936 -4.865
O -2.326 -2.732 -0.246
N -1.797 -1.851 -2.349
H -0.543 0.580 1.822
C 3.040 2.449 0.983
H 1.898 -0.795 1.146
H -0.591 1.204 3.862
C 2.282 2.826 -0.115
C -0.610 -1.210 -0.244
C -1.272 -0.768 -3.034
C 0.068 -0.157 -0.966
H -2.590 -2.834 -4.101
H -0.853 -2.423 1.361
H -1.917 -0.418 2.267
C 0.089 1.249 -2.936
C -0.830 -0.460 2.138
O 1.454 3.166 -2.817
C 1.903 0.212 0.742
H 2.523 3.804 -0.404
C -1.766 -1.861 -0.918
H -1.009 -3.389 -3.706
C -0.144 -0.847 3.374
H 0.452 -0.632 5.973
C -0.282 1.536 -4.267
H -1.325 0.836 -5.957
H 3.757 3.061 1.499
H 0.921 -0.888 3.146
C -1.070 0.739 -4.910
H -0.453 -1.855 3.724
H 0.193 2.408 -4.785
C -0.349 0.064 -2.329
H 3.645 0.635 1.976
H -1.488 -0.034 4.878
C 1.090 0.615 -0.302
C 2.895 1.129 1.387
C 0.480 0.335 5.467
N -0.506 -1.512 1.135
C -0.534 0.249 4.405
H 0.282 1.183 6.173
C 0.926 2.218 -2.218
H 1.449 0.480 5.104
C 1.360 1.961 -0.834
C -1.921 -3.055 -3.277
C -1.804 -0.324 -4.282
H -2.196 -3.961 -2.699

The net charge is 0. The LUMO energy is -1.0 eV. Its structure (SMILES) is CCCCNc1c2c3c(cccc3n(C)c1=O)C(=O)c1ccccc1-2. The value obtained for the HOMO energy is -7.96 eV. The calculation puts the HOMO-LUMO gap at 0.25511 Ha.


This record from the Open Molecules 2025 dataset describes a 2-piece molecular cluster, C21H20NO3S overall. The level of theory is ωB97M-V/def2-TZVPD.

Positions of all 46 atoms, in Å:
C 2.332 1.577 6.733
H -3.367 -0.497 2.729
H -1.298 -2.080 1.850
H -3.395 1.029 1.848
H 11.407 -1.711 0.418
C 6.879 -1.675 0.869
C 0.607 -1.141 1.839
O 5.928 -3.404 4.217
H 4.833 3.584 5.702
H 5.440 1.521 4.485
C 0.564 1.298 1.847
H 10.569 -0.449 -0.489
C -1.491 0.046 1.855
C 4.573 1.547 5.123
O 2.567 0.126 1.814
S 5.495 -2.419 3.165
H 2.839 3.614 7.139
H 3.509 -1.658 4.551
C -0.801 1.262 1.857
O 4.410 -2.829 2.209
C 4.229 2.696 5.803
N 5.261 -0.930 3.865
C 2.672 0.428 6.051
C -0.761 -1.146 1.849
H -1.362 2.181 1.861
H -3.359 -0.496 0.966
C 10.507 -1.488 -0.160
C 6.975 -2.112 2.170
C 3.802 0.395 5.233
H 10.512 -2.125 -1.047
H 5.903 -1.506 0.448
H 2.065 -0.456 6.148
C 9.358 -2.148 1.967
C 3.109 2.713 6.611
C 4.184 -0.813 4.515
C -2.980 0.019 1.850
H 1.457 1.594 7.365
H 1.101 2.230 1.845
H 10.326 -2.339 2.394
C 9.277 -1.711 0.653
C 8.215 -2.346 2.716
C 8.021 -1.478 0.116
H 7.949 -1.147 -0.906
C 1.329 0.092 1.832
H 1.176 -2.054 1.832
H 8.275 -2.704 3.730

The net charge is -1. The LUMO energy is 2.3 eV. The value obtained for the HOMO energy is -2.44 eV. The calculation puts the HOMO-LUMO gap at 0.17532 Ha.